{
  "formula": "C50H42GeP2S2V",
  "method": "ωB97M-V/def2-TZVPD",
  "symbols": ["V", "S", "P", "C", "P", "S", "C", "C", "C", "C", "C", "C", "C", "C", "C", "C", "C", "C", "C", "C", "C", "C", "C", "C", "C", "C", "C", "C", "C", "C", "H", "H", "H", "H", "H", "H", "H", "H", "H", "H", "H", "H", "H", "H", "H", "H", "H", "H", "H", "H", "C", "C", "C", "C", "C", "C", "H", "H", "H", "H", "H", "H", "C", "Ge", "C", "C", "C", "C", "C", "C", "C", "C", "C", "C", "C", "C", "C", "C", "C", "C", "C", "C", "H", "H", "H", "H", "H", "H", "H", "H", "H", "H", "H", "H", "H", "H", "H", "H"],
  "xyz": [[0.169123, -1.251167, 0.436522], [-2.226544, -0.714168, 0.315423], [-1.435640, 0.007844, -1.433992], [0.050635, -0.725765, -1.652402], [1.453925, -0.206436, -2.460130], [3.117217, 0.091034, -1.414861], [1.097214, 1.280724, -3.482559], [0.378170, 1.188765, -4.671107], [0.062957, 2.327347, -5.398735], [0.461746, 3.575766, -4.941147], [1.178053, 3.675926, -3.756488], [1.498625, 2.535156, -3.035121], [1.849985, -1.427294, -3.772719], [1.012746, -2.508504, -4.015894], [1.308439, -3.421126, -5.022199], [2.446580, -3.252615, -5.797201], [3.292701, -2.175419, -5.554606], [2.999055, -1.272485, -4.545081], [-1.433731, 1.834610, -1.352740], [-1.939633, 2.635741, -2.371663], [-1.862732, 4.020192, -2.279850], [-1.282134, 4.613698, -1.170437], [-0.765240, 3.818009, -0.154486], [-0.836143, 2.437811, -0.247030], [-2.715182, -0.307702, -2.703496], [-2.389808, -0.935253, -3.896376], [-3.363336, -1.171530, -4.860763], [-4.673097, -0.780057, -4.632730], [-5.009662, -0.157730, -3.434206], [-4.037145, 0.073369, -2.476334], [0.069037, 0.218173, -5.048023], [-0.494900, 2.236194, -6.324124], [0.212947, 4.467978, -5.504561], [1.486953, 4.647152, -3.386756], [2.068684, 2.603870, -2.116192], [0.142301, -2.631837, -3.378689], [0.648547, -4.263910, -5.197645], [2.680661, -3.958703, -6.585742], [4.188692, -2.044633, -6.150489], [3.667787, -0.446481, -4.333780], [-2.384873, 2.191548, -3.252673], [-2.250702, 4.631757, -3.086933], [-1.224249, 5.694521, -1.099656], [-0.307056, 4.268896, 0.717707], [-0.420891, 1.815458, 0.537450], [-1.364521, -1.244268, -4.067550], [-3.091379, -1.661207, -5.789078], [-5.433861, -0.960844, -5.383178], [-6.033939, 0.142912, -3.247080], [-4.301832, 0.546117, -1.537184], [-0.426427, -4.209115, -0.095544], [0.040544, -3.595100, 1.076794], [1.375773, -3.201140, 1.158686], [2.212784, -3.343573, 0.041692], [1.747368, -3.961388, -1.103313], [0.425378, -4.408429, -1.162980], [-1.466093, -4.498627, -0.156477], [-0.618529, -3.513351, 1.933595], [1.784215, -2.796873, 2.070899], [3.217390, -2.947957, 0.080829], [2.394772, -4.062307, -1.964480], [0.059085, -4.878399, -2.066908], [0.917716, -0.029528, 1.612976], [0.503308, 0.261391, 3.444045], [2.090823, -0.046039, 4.589746], [1.976203, -0.349787, 5.946074], [3.099279, -0.543680, 6.740335], [4.367591, -0.436499, 6.184856], [4.501460, -0.140241, 4.834934], [3.372032, 0.049683, 4.048784], [-0.861055, -0.964144, 4.171532], [-0.530740, -2.312809, 4.324500], [-1.443469, -3.234213, 4.819111], [-2.718019, -2.817174, 5.182258], [-3.061441, -1.479974, 5.050940], [-2.140006, -0.566966, 4.552874], [-0.093696, 2.098800, 3.827713], [0.598566, 2.941642, 4.695197], [0.184090, 4.251344, 4.906296], [-0.936820, 4.741073, 4.249898], [-1.634539, 3.916971, 3.376113], [-1.211779, 2.611598, 3.166918], [1.714364, 0.632809, 1.259367], [0.990631, -0.442950, 6.394477], [2.982584, -0.781091, 7.791521], [5.247207, -0.588563, 6.799381], [5.487561, -0.061988, 4.391342], [3.487406, 0.261148, 2.989096], [0.468928, -2.653248, 4.063043], [-1.158877, -4.275033, 4.921675], [-3.436951, -3.531148, 5.566530], [-4.051663, -1.144083, 5.335221], [-2.429480, 0.473796, 4.458120], [1.476768, 2.574663, 5.217864], [0.739382, 4.890923, 5.583330], [-1.259649, 5.763313, 4.409441], [-2.499693, 4.294633, 2.843850], [-1.748830, 1.990195, 2.454432]],
  "forces_ev_per_a": [[-0.2, 0.5, -0.5], [0.1, 0.0, -0.1], [0.0, 0.0, 0.1], [0.0, 0.0, 0.6], [0.0, 0.1, 0.0], [-0.1, -0.1, 0.0], [0.1, 0.0, 0.0], [0.0, -0.1, -0.1], [0.0, 0.0, 0.0], [0.0, 0.0, 0.0], [0.0, 0.0, 0.0], [0.0, 0.0, 0.0], [0.0, 0.0, -0.1], [0.0, 0.0, 0.1], [0.0, 0.0, 0.0], [0.0, 0.0, 0.0], [0.0, 0.0, 0.0], [0.0, 0.0, 0.0], [-0.1, 0.0, -0.1], [0.0, 0.0, 0.0], [0.0, 0.0, 0.0], [0.0, 0.0, 0.0], [0.0, 0.0, 0.0], [0.0, 0.1, 0.0], [0.0, 0.0, 0.0], [0.1, 0.0, 0.0], [0.0, 0.0, 0.0], [0.0, 0.0, 0.0], [0.0, 0.0, 0.0], [0.0, 0.0, 0.0], [0.0, 0.1, 0.0], [0.0, 0.0, 0.0], [0.0, 0.0, 0.0], [0.0, 0.0, 0.0], [0.0, 0.0, 0.0], [0.0, 0.0, 0.0], [0.0, 0.0, 0.0], [0.0, 0.0, 0.0], [0.0, 0.0, 0.0], [0.0, 0.0, 0.0], [0.0, 0.0, 0.0], [0.0, 0.0, 0.0], [0.0, 0.0, 0.0], [0.0, 0.0, 0.0], [0.0, -0.1, 0.0], [-0.1, 0.0, 0.0], [0.0, 0.0, 0.0], [0.0, 0.0, 0.0], [0.0, 0.0, 0.0], [0.0, 0.0, 0.0], [0.0, 0.1, 0.0], [-0.1, -0.4, 0.0], [0.3, -0.2, 0.0], [0.0, 0.0, 0.0], [0.0, 0.0, 0.0], [0.0, 0.0, 0.0], [0.0, 0.0, 0.0], [0.0, 0.1, 0.0], [0.0, 0.1, 0.1], [0.1, 0.0, 0.0], [0.0, 0.0, 0.0], [0.0, 0.0, 0.0], [0.1, 0.0, 0.2], [0.1, 0.0, -0.1], [-0.1, 0.0, 0.0], [-0.1, 0.0, 0.1], [0.0, 0.0, 0.0], [0.0, 0.0, 0.0], [0.0, 0.0, 0.0], [0.0, 0.0, -0.1], [0.1, -0.1, 0.0], [0.1, 0.0, 0.0], [0.0, 0.0, 0.0], [0.0, 0.0, 0.0], [0.0, 0.0, 0.0], [0.0, 0.1, -0.1], [0.0, 0.0, 0.0], [0.0, 0.0, 0.1], [0.0, 0.0, 0.0], [0.0, 0.0, 0.0], [0.0, 0.0, 0.0], [0.0, 0.0, -0.1], [0.1, -0.1, -0.1], [0.0, 0.0, 0.0], [0.0, 0.0, 0.0], [0.0, 0.0, 0.0], [0.0, 0.0, 0.0], [0.0, 0.0, 0.0], [0.0, 0.0, 0.0], [0.0, 0.0, 0.0], [0.0, 0.0, 0.0], [0.0, 0.0, 0.0], [0.0, 0.0, 0.0], [0.0, 0.0, 0.0], [0.0, 0.0, 0.0], [0.0, 0.0, 0.0], [0.0, 0.0, 0.0], [0.0, 0.0, 0.1]],
  "mulliken_spin": [2.030, 0.011, -0.021, 0.029, -0.007, -0.003, 0.000, -0.001, 0.000, 0.000, 0.000, -0.002, -0.012, 0.021, -0.001, 0.000, 0.000, -0.001, -0.019, 0.003, 0.000, 0.001, 0.000, 0.079, 0.020, -0.008, -0.001, 0.000, 0.000, -0.003, 0.000, 0.000, 0.000, 0.000, 0.000, 0.011, 0.000, 0.000, 0.000, 0.000, 0.000, 0.000, 0.000, 0.000, -0.035, 0.002, 0.000, 0.000, 0.000, -0.001, 0.077, 0.013, 0.047, -0.046, 0.052, -0.007, 0.002, -0.040, 0.040, -0.001, 0.002, 0.001, -0.307, 0.022, -0.007, 0.000, -0.001, 0.000, -0.004, -0.013, -0.005, 0.011, -0.003, 0.003, 0.000, 0.004, 0.005, 0.001, 0.000, 0.000, -0.001, -0.006, 0.063, 0.000, 0.000, 0.000, 0.000, 0.005, 0.003, 0.000, 0.000, 0.000, -0.001, 0.000, 0.000, 0.000, 0.000, -0.001],
  "spin_multiplicity": 3,
  "total_energy_ha": -6430.59287,
  "s2": 2.12,
  "homo_lumo_gap_ev": [6.242, 6.756],
  "e_above_lowest_kcal_mol": 0.8,
  "total_charge": -1,
  "e_homo_ev": [-3.75, -4.27],
  "fmax_ev_per_a": 0.69
}

---

{
  "formula": "C19H13BaN5O12",
  "method": "ωB97M-V/def2-TZVPD",
  "symbols": ["Ba", "O", "C", "C", "C", "C", "C", "C", "N", "H", "H", "H", "H", "H", "H", "H", "O", "C", "O", "C", "C", "C", "C", "C", "C", "N", "O", "O", "H", "H", "H", "H", "O", "N", "O", "C", "C", "C", "C", "O", "C", "C", "N", "O", "O", "N", "O", "O", "H", "H"],
  "xyz": [[0.204020, 0.372017, 0.786191], [-0.036278, -0.292441, -1.609581], [-1.074909, -1.057037, -2.234999], [-1.897743, -1.778565, -1.171505], [-2.951826, -2.592429, -1.567589], [-3.684970, -3.248020, -0.600867], [-3.364890, -3.071313, 0.738690], [-2.313131, -2.239372, 1.046883], [-1.575811, -1.610585, 0.113337], [0.626051, 0.045327, -2.238858], [-0.658769, -1.796472, -2.915814], [-1.739612, -0.413994, -2.807276], [-3.188261, -2.707893, -2.621294], [-4.507712, -3.896607, -0.885791], [-3.921933, -3.560981, 1.527325], [-2.038155, -2.064176, 2.087297], [-2.804256, 3.313653, 1.739804], [-2.059751, 2.907632, 0.876581], [-1.475137, 1.716314, 0.831937], [-1.684327, 3.791961, -0.290425], [-2.018445, 5.137408, -0.242845], [-1.681519, 5.981487, -1.292095], [-1.018734, 5.446837, -2.371531], [-0.677181, 4.121202, -2.467070], [-1.016892, 3.290556, -1.405599], [-0.661325, 6.365441, -3.515279], [-1.031453, 7.518879, -3.442208], [-0.025409, 5.899998, -4.438122], [-2.540981, 5.506931, 0.629460], [-1.923435, 7.033006, -1.278667], [-0.160762, 3.758070, -3.344474], [-0.766935, 2.237596, -1.462860], [6.104703, 5.498690, -1.873664], [5.484005, 5.348568, -0.839416], [5.630751, 6.023415, 0.162711], [4.477407, 4.260656, -0.794722], [3.775788, 4.058919, 0.361976], [2.905418, 2.996481, 0.402201], [2.668840, 2.097266, -0.687710], [1.906237, 1.082312, -0.587939], [3.364159, 2.460971, -1.863849], [4.277412, 3.479416, -1.914417], [3.134533, 1.707851, -3.137532], [2.107017, 1.053537, -3.257511], [3.970891, 1.806079, -4.009474], [2.147272, 2.797380, 1.686784], [1.874111, 3.746715, 2.363945], [1.815300, 1.615387, 1.983049], [3.912716, 4.705848, 1.216329], [4.818903, 3.681491, -2.824664]],
  "forces_ev_per_a": [[-0.4, -3.8, 1.6], [-0.7, -0.7, -1.3], [0.2, 0.1, 0.6], [0.3, 0.2, 0.1], [0.0, 0.0, -0.1], [-0.2, -0.2, 0.0], [-0.1, 0.0, 0.0], [0.3, 0.2, -0.2], [-0.5, -0.5, -0.2], [-0.1, 0.0, 0.1], [0.1, -0.1, -0.1], [-0.1, 0.2, -0.1], [0.0, 0.0, 0.1], [0.1, 0.1, 0.0], [0.0, 0.0, -0.1], [0.0, 0.0, -0.2], [0.0, -0.1, 0.1], [0.5, -1.1, -0.2], [-3.0, 3.1, 0.3], [0.0, 0.0, -0.2], [0.0, 0.2, -0.1], [-0.2, 0.1, 0.4], [0.2, 0.7, -0.8], [0.1, -0.4, 0.2], [0.1, 0.0, -0.2], [-0.1, -0.2, 0.4], [0.0, -0.1, 0.0], [0.0, -0.1, 0.1], [0.0, 0.0, 0.0], [0.0, 0.0, 0.0], [0.0, 0.0, 0.0], [0.0, 0.1, 0.0], [-0.2, -0.1, 0.1], [-0.1, 0.0, -0.1], [-0.1, -0.2, -0.1], [0.7, 0.6, -0.3], [-0.4, -0.1, 0.5], [-0.6, -0.1, 1.0], [-0.7, -0.8, 0.5], [2.0, 1.5, -1.4], [0.1, -0.4, -1.0], [0.1, 0.1, -0.2], [0.0, 0.1, 0.3], [0.2, 0.2, 0.0], [-0.1, 0.0, 0.3], [0.3, -1.0, -0.7], [0.2, -0.1, -0.1], [1.9, 2.7, 0.9], [0.0, 0.0, 0.0], [0.0, 0.0, -0.1]],
  "mulliken_charge": [2.080, -0.209, -0.602, 0.378, -0.785, -0.224, -0.724, -0.213, -0.061, 0.107, 0.424, 0.396, 0.398, 0.399, 0.389, 0.396, -0.649, 0.123, -0.689, -0.334, -0.501, -0.562, 0.113, -0.657, 0.055, 1.028, -0.613, -0.612, 0.505, 0.503, 0.532, 0.933, -0.617, 1.050, -0.627, -0.538, -0.602, -0.146, 1.063, -0.892, -0.243, -0.425, 0.923, -0.664, -0.608, 1.143, -0.516, -0.883, 0.612, 0.645],
  "total_energy_ha": -1933.73192,
  "homo_lumo_gap_ev": 8.061,
  "total_charge": 0,
  "e_homo_ev": -9.53,
  "fmax_ev_per_a": 4.33
}